14
Properties=species:S:1:pos:R:3:forces:R:3 method="wB97M-V/def2-TZVPD" e_tot_ha=-324.6003 smiles=OCC#C[C@H]1CN1 e_above_lowest_kj_mol=325.92 e_homo_ev=-9.235 spin_multiplicity=1 lumo_ev=0.81
O 2.742670 -1.392485 0.084305 0.012 -0.180 0.247
C 2.543770 -0.022864 -0.200617 0.003 0.274 -0.135
C 1.141246 0.382760 -0.018063 -0.520 0.099 0.016
C -0.034872 0.634282 0.081298 0.498 -0.134 -0.051
C -1.460918 0.886485 0.088482 0.041 0.167 -0.090
C -2.339501 -0.144314 -0.524983 -0.091 -0.104 -0.268
N -2.372039 0.087464 0.913005 0.055 -0.166 0.191
H 2.429923 -1.554498 0.983183 0.060 -0.031 -0.140
H 3.214429 0.610764 0.397543 -0.153 -0.067 -0.077
H 2.817957 0.106979 -1.253216 -0.024 0.019 0.182
H -1.754284 1.929433 0.020688 0.083 -0.093 -0.024
H -1.838019 -1.034434 -0.898390 -0.092 0.131 0.072
H -3.227586 0.152246 -1.077235 0.119 0.004 0.147
H -1.862772 -0.641823 1.403998 0.008 0.081 -0.067